Version a
Entry from the OMol25 dataset: an isolated molecule of C8H10O (ωB97M-V/def2-TZVPD).

```
19
Properties=species:S:1:pos:R:3:mulliken_charge:R:1
C -2.7253 -0.4203 0.2768 -1.309
C -1.2505 -0.1033 -0.0867 0.642
C -0.4634 -1.1496 -0.4085 -0.717
C 0.9353 -0.8388 -0.5280 0.255
C 2.2820 -1.0387 0.2502 -0.630
C 1.4104 0.1601 0.4438 -0.066
C 1.3805 1.6054 0.0085 -0.769
C 0.0727 1.9987 -0.2216 -0.043
O -1.0286 1.2429 -0.0242 -0.379
H -3.3027 -1.0628 -0.3874 0.372
H -2.8262 -0.8442 1.3008 0.228
H -3.3142 0.4564 0.1939 0.385
H -0.9052 -2.0794 -0.7391 0.341
H 1.2030 -0.7359 -1.6316 0.163
H 2.3891 -1.7410 1.0686 0.241
H 3.2139 -0.9077 -0.3288 0.260
H 0.9368 0.0589 1.4216 0.338
H 2.1881 2.3638 -0.1207 0.322
H -0.1958 3.0354 -0.4875 0.365
```

Summary:
- Spin multiplicity: 1
- LUMO level: 1.09 eV

***

Version b
Entry from the OMol25 dataset: an isolated molecule of C8H10O (ωB97M-V/def2-TZVPD).

```
19
Properties=species:S:1:pos:R:3:mulliken_charge:R:1
C 1.2991 -2.5782 -0.0254 -0.681
C 0.6920 -1.3960 -0.0429 0.217
C -0.7709 -1.0101 0.0580 -0.889
C -0.5088 0.5270 -0.1395 1.451
C -0.8150 1.3640 -1.3677 -1.726
C -0.8473 1.0987 1.3358 -1.415
C 0.9851 0.3356 -0.0542 -0.728
C 2.1427 0.8825 -0.0321 0.729
O 3.2754 1.1705 0.1277 -0.492
H 2.4259 -2.6620 -0.1498 0.224
H 0.7768 -3.5462 0.1085 0.267
H -1.2889 -1.4492 -0.8034 0.290
H -1.3319 -1.1295 0.9378 0.348
H -0.1464 1.0715 -2.1133 0.522
H -0.8538 2.3216 -1.0696 0.480
H -1.9055 1.1766 -1.6907 0.319
H -0.2211 1.9551 1.6148 0.321
H -0.9684 0.4027 2.1403 0.419
H -1.9390 1.4656 1.1654 0.342
```

Summary:
- Spin multiplicity: 1
- LUMO level: 0.37 eV

***

What is the most stable structure shown above? It is version a.